Entry 1:
A 2-piece molecular cluster, C4H8O2 overall. Source: the Open Molecules 2025 dataset; level of theory: ωB97M-V/def2-TZVPD.

Atoms and positions in Å:
C: -1.937 -0.323 -0.368
C: -1.075 0.407 -1.363
O: -0.733 1.560 -1.245
C: 1.588 1.034 0.953
C: 1.630 -0.291 0.968
O: 1.295 -1.046 -0.127
H: -2.970 -0.343 -0.739
H: -1.913 0.193 0.595
H: -1.600 -1.357 -0.258
H: 1.446 -1.975 0.075
H: -0.783 -0.176 -2.261
H: 1.843 1.591 1.848
H: 1.284 1.580 0.066
H: 1.924 -0.854 1.854

* relative energy (zero: lowest compared OMol25 entry of this formula, charge and spin): 45.1 kcal/mol
* orbital gap: 9.7 eV
* E: -8371.32700 eV
* SMILES: C=CO.CC=O

Entry 2:
One molecule with the formula C4H8O2. Source: the Open Molecules 2025 dataset; level of theory: ωB97M-V/def2-TZVPD.

Atoms and positions in Å:
C: 1.863 0.144 -0.628
O: 0.842 -0.695 -0.073
C: -0.437 -0.048 -0.136
C: -1.665 -0.931 0.035
C: -0.265 0.894 1.032
O: 0.052 2.054 0.926
H: 2.763 0.089 -0.007
H: 2.102 -0.182 -1.646
H: 1.542 1.192 -0.658
H: -0.538 0.496 -1.085
H: -1.766 -1.661 -0.771
H: -1.694 -1.459 0.995
H: -2.538 -0.259 -0.007
H: -0.283 0.374 2.015

* relative energy (zero: lowest compared OMol25 entry of this formula, charge and spin): 41.6 kcal/mol
* orbital gap: 10.6 eV
* E: -8371.47890 eV
* SMILES: CO[C@@H](C)C=O

| no. | highest occupied orbital energy (eV) |
| --- | --- |
| 1 | -9.1 |
| 2 | -9.5 |